1.
Entry from the OMol25 dataset: a structure of composition C37H37NO9W (ωB97M-V with the def2-TZVPD basis set).

Geometry as ORCA input:
```
! wB97M-V def2-TZVPD RIJCOSX def2/J DEFGRID3
* xyz 2 1
W 0.1020 1.8689 -0.5072
O 0.3312 2.0203 1.7491
C 1.3571 2.8559 2.3447
C 1.3684 4.0789 1.4808
N 1.4596 3.6765 0.0460
C 0.9310 4.8030 -0.7730
C -0.5812 4.7291 -0.7886
O -1.3220 5.6139 -1.0334
O -0.9960 3.4439 -0.5255
C 2.8367 3.3566 -0.3946
C 2.7199 2.3760 -1.5520
O 3.6229 1.7958 -2.0421
O 1.4068 2.1799 -1.9134
H 0.3892 1.1325 2.1380
H 2.3009 2.3062 2.3440
H 1.0669 3.0983 3.3652
H 2.1856 4.7561 1.7335
H 0.4278 4.6159 1.6098
H 1.2754 4.6963 -1.8022
H 1.2827 5.7590 -0.3860
H 3.4009 2.8821 0.4085
H 3.3772 4.2542 -0.6981
C -2.0355 -3.9778 2.0318
C -1.7691 -2.5132 2.2868
C -2.1705 -2.0438 3.6631
O -0.3531 -2.2716 2.0601
C -0.2555 -1.1500 1.2272
C -1.4877 -1.3637 0.3359
O -2.4337 -1.6904 1.3205
C -1.9681 -0.1783 -0.5177
O -1.4689 1.0449 0.0624
C -1.3433 -0.1999 -1.8990
C -1.0554 -1.3193 -2.6413
C -0.4026 -1.1753 -3.8627
C -0.0361 0.0750 -4.3818
C -0.3426 1.1980 -3.6713
C -0.9761 1.1070 -2.3858
C -3.4750 -0.1057 -0.6906
C -4.1241 1.1200 -0.6181
C -5.4908 1.1894 -0.8521
C -6.2019 0.0437 -1.1727
C -5.5483 -1.1793 -1.2536
C -4.1875 -1.2567 -1.0123
C 1.1352 -0.9623 0.5730
O 1.0028 0.3088 -0.1347
C 2.2664 -0.7239 1.5836
C 3.3765 0.0153 1.1587
C 4.4536 0.2273 2.0030
C 4.4432 -0.2967 3.2903
C 3.3597 -1.0490 3.7078
C 2.2775 -1.2733 2.8617
C 1.5119 -2.0051 -0.4732
C 1.1691 -3.3440 -0.3151
C 1.5296 -4.2707 -1.2854
C 2.2415 -3.8739 -2.4070
C 2.6082 -2.5421 -2.5518
C 2.2466 -1.6119 -1.5899
H -1.4166 -4.5880 2.6887
H -1.8080 -4.2350 0.9965
H -3.0829 -4.2011 2.2276
H -1.6943 -2.6594 4.4245
H -3.2513 -2.1208 3.7727
H -1.8816 -1.0024 3.8074
H -0.4757 -0.2506 1.8196
H -1.2989 -2.2215 -0.3163
H -1.3090 -2.3121 -2.2989
H -0.1715 -2.0685 -4.4306
H 0.4498 0.1396 -5.3448
H -0.1251 2.1764 -4.0786
H -1.7542 1.8659 -2.2467
H -3.5773 2.0169 -0.3552
H -5.9980 2.1419 -0.7805
H -7.2660 0.1008 -1.3563
H -6.1023 -2.0757 -1.4968
H -3.6909 -2.2187 -1.0573
H 3.4368 0.3773 0.1407
H 5.3159 0.7764 1.6457
H 5.2850 -0.1392 3.9508
H 3.3514 -1.4831 4.6985
H 1.4553 -1.8805 3.2036
H 0.6414 -3.6698 0.5695
H 1.2644 -5.3111 -1.1520
H 2.5293 -4.6024 -3.1533
H 3.1907 -2.2262 -3.4079
H 2.5448 -0.5802 -1.7238
*
```

Properties
- ΔE to the lowest compared entry with this formula, charge and spin (kJ/mol) = 0.0
- HOMO-LUMO gap (eV) = 6.29

2.
Entry from the OMol25 dataset: a structure of composition C21H20N2O4Pd (ωB97M-V with the def2-TZVPD basis set).

Geometry as ORCA input:
```
! wB97M-V def2-TZVPD RIJCOSX def2/J DEFGRID3
* xyz 0 1
Pd -0.2828 0.2744 0.6698
O 1.7117 0.5880 4.1125
C 1.2877 0.3281 3.0064
O 0.0469 0.3517 2.6473
C 2.2965 -0.1196 1.9339
C 3.6487 -0.2319 2.3147
C 4.5701 -0.6111 1.3839
C 4.1559 -0.8792 0.0594
C 5.0468 -1.2702 -0.9667
C 4.5849 -1.5160 -2.2286
C 3.2108 -1.3843 -2.5219
C 2.3244 -1.0089 -1.5522
C 2.7826 -0.7473 -0.2406
N 1.8821 -0.3748 0.7084
H 3.9002 -0.0029 3.3398
H 5.6186 -0.7074 1.6393
H 6.0995 -1.3690 -0.7317
H 5.2711 -1.8134 -3.0106
H 2.8603 -1.5832 -3.5266
H 1.2674 -0.9013 -1.7552
C -0.7717 1.2615 -2.1472
O -0.7104 0.0420 -1.4020
C -1.7257 -0.8835 -1.8082
C -1.5628 -2.1798 -1.0577
O -1.8892 -1.9718 0.2902
C -1.4636 -3.0206 1.1391
H -0.6555 1.0395 -3.2112
H 0.0496 1.8844 -1.8023
H -1.7189 1.7723 -1.9666
H -1.6028 -1.0591 -2.8813
H -2.7121 -0.4478 -1.6248
H -0.5275 -2.5320 -1.1575
H -2.2230 -2.9327 -1.5083
H -1.9813 -3.9568 0.9050
H -1.6962 -2.7168 2.1567
H -0.3827 -3.1777 1.0543
N -6.0255 4.8122 0.7189
C -5.1351 4.0852 0.7569
C -4.0282 3.1770 0.7926
C -2.7236 3.6670 0.8159
C -1.6582 2.7828 0.8363
C -1.8690 1.3994 0.8188
C -3.1807 0.9266 0.8289
C -4.2546 1.8024 0.8106
H -2.5536 4.7356 0.8239
H -0.6507 3.1795 0.8700
H -3.3597 -0.1409 0.8532
H -5.2708 1.4302 0.8146
*
```

Properties
- ΔE to the lowest compared entry with this formula, charge and spin (kJ/mol) = 0.0
- HOMO-LUMO gap (eV) = 8.26

3.
Entry from the OMol25 dataset: an isolated molecule of C3H4O2 (ωB97M-V with the def2-TZVPD basis set).

Geometry as ORCA input:
```
! wB97M-V def2-TZVPD RIJCOSX def2/J DEFGRID3
* xyz 0 1
O -1.3656 -0.6849 1.2559
C -0.5033 -0.3761 0.5088
C 0.4329 -0.9010 -0.5537
O 0.5271 0.5552 -0.9416
C -0.0426 1.0045 0.2058
H -0.3463 -1.2796 -1.3273
H 1.3000 -1.5764 -0.1659
H 0.7094 1.4272 1.0104
H -0.7117 1.8312 0.0076
*
```

Properties
- ΔE to the lowest compared entry with this formula, charge and spin (kJ/mol) = 252.9
- HOMO-LUMO gap (eV) = 10.65

4.
Entry from the OMol25 dataset: a structure of composition C13H36IN7O4P2 (ωB97M-V with the def2-TZVPD basis set).

Geometry as ORCA input:
```
! wB97M-V def2-TZVPD RIJCOSX def2/J DEFGRID3
* xyz -2 1
O 5.0061 -4.1264 2.7842
C 4.7890 -2.7852 2.8332
O 5.7282 -1.8388 2.1895
N 3.5133 -2.3007 3.5528
I 2.0170 -2.7643 2.1596
O 1.9049 -1.4993 -1.7654
P 1.6078 -0.1750 -2.5106
N 1.8294 -0.8465 -4.0376
C 3.0862 -1.1979 -4.6758
C 0.7498 -1.7041 -4.5226
N 2.9648 0.6420 -1.8669
C 4.1104 1.1731 -2.5816
C 3.4410 0.1848 -0.5507
N 1.2662 1.3474 -3.3672
C -0.0980 1.7856 -3.0321
C 1.5167 1.6690 -4.7707
H 2.9961 -1.0497 -5.7640
H 3.3750 -2.2313 -4.4849
H 3.9079 -0.5565 -4.3768
H -0.1076 -1.0858 -4.8076
H 0.4199 -2.4080 -3.7549
H 1.0264 -2.2898 -5.4092
H 4.8476 0.4015 -2.8118
H 4.6219 1.9326 -1.9762
H 3.8501 1.6996 -3.5012
H 4.0480 -0.7202 -0.6379
H 2.5979 -0.0175 0.1205
H 4.0418 0.9539 -0.0506
H -0.8430 1.1541 -3.5332
H -0.2676 2.8281 -3.3123
H -0.2637 1.7107 -1.9541
H 0.8412 1.1424 -5.4503
H 2.5447 1.4644 -5.0802
H 1.3779 2.7457 -4.9391
O -0.9212 0.3155 1.5179
P -2.4056 0.1142 1.9093
N -2.4861 1.5376 2.8033
C -1.9279 1.7878 4.1209
C -2.5524 2.7762 2.0301
N -2.1080 -1.3038 2.8172
C -2.3080 -1.5134 4.2389
C -0.9416 -2.1068 2.4141
N -4.1121 -0.1173 2.3593
C -4.9238 -0.1717 1.1330
C -4.8793 0.5893 3.3831
H -2.5771 2.4937 4.6635
H -0.9208 2.2016 4.0743
H -1.9007 0.9017 4.7454
H -3.5490 2.8778 1.5882
H -1.8198 2.7837 1.2195
H -2.3817 3.6755 2.6365
H -1.4844 -1.1154 4.8349
H -2.3748 -2.5860 4.4630
H -3.2473 -1.1058 4.6161
H -0.0116 -1.6831 2.8023
H -0.8719 -2.1728 1.3219
H -1.0222 -3.1409 2.7704
H -5.0150 0.8253 0.6829
H -5.9234 -0.5681 1.3277
H -4.4532 -0.8308 0.3986
H -5.0994 1.6236 3.1052
H -4.3892 0.5921 4.3599
H -5.8398 0.0824 3.5483
*
```

Properties
- HOMO-LUMO gap (eV) = 2.20